# 1
The following is a quantum chemistry calculation of a cluster of 2 separate species, C14H25N6O in total, from the OMol25 dataset.

The calculation puts the orbital gap at 0.2786 Ha. For the max |F|, the calculation gives 0.89 eV/Å. The calculation puts the HOMO energy at -0.37114 Ha. Its net charge is +1.

Each line ends with the natural charge from an NBO analysis.
CARTESIAN COORDINATES (ANGSTROEM)
O  0.153092  0.257337  -1.395010  -0.63
N  -3.968981  1.383534  0.359799  -0.15
N  2.617876  -5.639206  1.328081  -0.50
N  1.727941  1.868575  -0.890384  -0.50
N  -1.530185  3.692443  -0.480791  -0.55
N  -3.641424  3.558702  0.607377  -0.47
N  -2.772235  1.706889  -0.225905  -0.38
C  1.986137  0.465031  -2.912865  -0.72
C  -4.437040  2.530628  0.834498  0.28
C  0.687020  2.665333  -0.246434  -0.22
C  3.610421  -4.702305  1.396978  -0.07
C  1.609478  -5.189738  0.522272  -0.07
C  3.231831  -3.637079  0.624836  -0.31
C  -4.471011  0.011198  0.396371  -0.23
C  -0.454355  3.019056  -1.190302  -0.24
C  1.959698  -3.945691  0.068247  -0.32
C  -2.598028  3.033352  -0.059290  0.58
C  2.485873  0.129212  0.778917  -0.64
C  -3.916798  -0.801730  1.572798  -0.63
C  2.775311  1.439254  0.058114  -0.21
C  1.204315  0.805013  -1.678329  0.75
H  2.014921  -0.613005  -3.053816  0.25
H  -2.181367  1.008001  -0.658353  0.46
H  4.496979  -4.871757  1.982957  0.22
H  3.722719  1.359413  -0.478671  0.21
H  -5.376976  2.579402  1.362177  0.24
H  0.735920  -5.790570  0.337241  0.21
H  3.214098  -0.019131  1.575450  0.23
H  0.273853  2.172756  0.645664  0.18
H  -0.879855  2.123400  -1.624798  0.21
H  1.142050  3.599100  0.090640  0.22
H  -4.188081  -0.433957  -0.557145  0.23
H  -3.467671  -0.133000  2.307086  0.23
H  -0.123302  3.639926  -2.022358  0.23
H  2.987037  0.887911  -2.873269  0.24
H  1.482691  0.090185  1.203493  0.21
H  2.900363  2.243900  0.781980  0.21
H  1.371790  -3.328845  -0.591881  0.21
H  -3.144540  -1.493296  1.245002  0.23
H  -5.556192  0.075402  0.403129  0.24
H  -4.709646  -1.350589  2.073349  0.24
H  3.806937  -2.739376  0.471817  0.21
H  2.628728  -6.525528  1.798346  0.42
H  2.589241  -0.720406  0.102547  0.21
H  -1.463548  4.666847  -0.233740  0.44
H  1.464916  0.923409  -3.755826  0.25

Forces on atoms 1 to 6 (eV/Å):
-0.087 0.256 -0.279
0.086 0.278 -0.198
-0.007 0.008 0.004
-0.834 0.086 -0.285
0.052 0.102 -0.136
0.063 -0.055 -0.052

# 2
The following is a quantum chemistry calculation of the molecule C14H25NO in a non-equilibrium geometry, from the OMol25 dataset.

The calculation puts the orbital gap at 0.3080 Ha. For the max |F|, the calculation gives 5.53 eV/Å. The calculation puts the HOMO energy at -0.27579 Ha. As for the SMILES: C=C[C@@]1(O)C[C@H](C)N(CC)[C@@H]2CCCC[C@@H]21. Its net charge is 0. The calculation puts the relative energy (zero: lowest compared OMol25 entry of this formula, charge and spin) at 4.742 eV.

Each line ends with the natural charge from an NBO analysis.
CARTESIAN COORDINATES (ANGSTROEM)
O  -0.114412  -0.578009  2.486128  -0.74
N  0.208756  -0.610657  -1.317410  -0.49
C  -1.023527  -0.451650  1.371144  0.22
C  1.915302  0.437701  -0.027090  -0.43
C  -0.329400  1.965015  1.401946  -0.40
C  0.949050  -2.682423  -0.039255  -0.64
C  -2.371626  -0.064990  2.013039  -0.15
C  -1.273174  -1.697130  0.520143  -0.42
C  -3.607059  0.094448  1.406031  -0.41
C  2.133947  1.784082  0.500876  -0.41
C  0.445878  0.525177  -0.549788  -0.01
C  -0.635946  0.741278  0.518589  -0.25
C  1.206299  2.280886  1.556429  -0.39
C  0.235175  0.163915  -3.798122  -0.61
C  -0.221787  -1.888440  -0.490955  -0.02
C  0.843784  -0.705812  -2.683973  -0.19
H  2.077334  2.463621  -0.349480  0.19
H  -1.524322  1.001116  -0.022060  0.22
H  0.794365  -1.793538  -2.919585  0.20
H  2.677059  0.216605  -0.856779  0.21
H  0.574318  -3.740918  -0.028958  0.20
H  -1.431563  -2.591903  1.055168  0.23
H  -2.124983  -1.567586  0.013596  0.22
H  0.535169  0.053067  -4.756733  0.21
H  3.149863  1.908952  0.890608  0.20
H  0.021826  0.354924  2.930713  0.48
H  1.600925  1.884451  2.506230  0.18
H  -2.301676  0.182521  3.025408  0.19
H  -3.559169  -0.152186  0.376848  0.18
H  -0.691518  -2.536178  -1.254047  0.19
H  -0.739592  1.976798  2.426713  0.20
H  -4.499947  0.331859  1.862512  0.21
H  1.182857  3.339580  1.634554  0.21
H  1.179454  -2.491759  1.104771  0.22
H  -0.891419  -0.064389  -3.866833  0.20
H  1.885963  -0.379030  0.734865  0.22
H  1.866198  -0.372029  -2.579072  0.17
H  0.354515  1.181308  -3.529884  0.20
H  0.398206  1.361915  -1.338999  0.19
H  1.754829  -2.694041  -0.756370  0.22
H  -0.649950  2.813449  0.829080  0.21

Forces on atoms 1 to 6 (eV/Å):
0.696 1.287 0.624
-2.892 -2.980 -0.763
-1.635 0.918 1.367
-1.034 -0.810 -0.206
1.945 -0.053 -0.452
-0.197 -1.857 3.067

# 3
The following is a quantum chemistry calculation of a cluster of 7 separate species, C14H26B2Br4F8NO2 in total in a non-equilibrium geometry, from the OMol25 dataset.

The calculation puts the orbital gap at 0.0801 Ha. For the max |F|, the calculation gives 3.21 eV/Å. The calculation puts the HOMO energy at 0.09094 Ha. Its net charge is -3. The calculation puts the relative energy (zero: lowest compared OMol25 entry of this formula, charge and spin) at 0.000 eV.

Each line ends with the natural charge from an NBO analysis.
CARTESIAN COORDINATES (ANGSTROEM)
Br  -4.496838  26.030330  17.174843  -0.02
Br  -2.159376  25.977149  20.712752  0.03
Br  -0.223983  28.851768  17.547202  -0.09
Br  -7.916525  29.160026  16.423248  -0.05
F  -7.925614  24.812022  19.333050  -0.56
F  -7.779206  22.578955  19.892532  -0.59
F  -5.885665  23.798809  19.785945  -0.59
F  -9.734586  25.811650  26.666278  -0.58
F  -8.152323  25.955344  28.302700  -0.62
F  -7.640809  24.833489  26.371099  -0.57
F  -7.083441  23.334015  17.827729  -0.60
F  -7.918423  27.156222  26.365618  -0.58
O  -7.787283  27.558960  22.220446  -0.93
O  -5.244005  25.060651  24.018586  -0.49
N  -7.094314  29.845961  25.035914  -0.47
C  -8.386697  31.171076  26.217131  -0.35
C  -8.397826  31.577976  24.869758  -0.33
C  -7.550043  30.782704  24.160262  -0.07
C  -5.518413  27.655068  21.335506  -0.65
C  -1.600220  27.596744  19.689599  -0.45
C  -4.906797  25.488366  25.363580  -0.07
C  -0.998166  27.197934  18.357601  -0.40
C  -6.176253  27.020368  17.190635  -0.49
C  -7.457647  30.158129  26.311370  -0.06
C  -2.976363  25.607542  23.819389  -0.44
C  -4.012058  24.584895  23.420364  -0.07
C  -6.272700  28.098772  16.143664  -0.41
C  -7.005622  27.976806  21.182435  -0.06
C  -3.405028  25.746445  25.259498  -0.43
B  -7.173339  23.659432  19.197883  1.34
B  -8.355852  25.918286  26.864117  1.35
H  -1.928293  25.304020  23.844503  0.19
H  -2.400224  28.335218  19.691067  0.24
H  -5.037909  28.182920  20.482827  0.13
H  -6.449951  29.116215  24.780205  0.43
H  -5.422081  26.425722  25.568767  0.21
H  -8.969306  31.617973  27.007747  0.19
H  -2.783777  25.085911  25.872408  0.17
H  -5.163017  24.762539  26.136749  0.18
H  -7.042600  29.507463  27.063966  0.22
H  -7.001568  26.306651  17.206144  0.27
H  -4.060955  24.464980  22.337225  0.21
H  -5.135146  28.049767  22.278798  0.18
H  -0.214565  26.490372  18.619059  0.21
H  -6.279084  27.381449  18.217862  0.27
H  -7.197994  29.061806  21.019205  0.05
H  -8.939673  32.474477  24.598299  0.18
H  -3.150622  26.515388  23.247168  0.22
H  -3.191044  26.778326  25.565023  0.19
H  -5.399307  28.743082  16.168404  0.22
H  -1.683884  26.773887  17.631369  0.24
H  -0.822299  28.144526  20.223958  0.20
H  -7.308093  30.633938  23.120046  0.23
H  -5.241099  26.647187  21.022090  0.21
H  -3.825366  23.590461  23.847951  0.14
H  -6.487465  27.671804  15.168497  0.21
H  -7.443327  27.379142  20.357809  0.13

Forces on atoms 1 to 6 (eV/Å):
-0.205 0.226 -0.341
0.504 1.069 -0.986
-0.104 -0.665 0.123
0.408 -0.009 0.127
-0.053 0.350 -0.169
-0.279 -0.086 -0.317

# 4
The following is a quantum chemistry calculation of a cluster of 8 separate species, C14H26Br12Cl6 in total in a non-equilibrium geometry, from the OMol25 dataset.

The calculation puts the orbital gap at 0.3722 Ha. For the max |F|, the calculation gives 2.26 eV/Å. The calculation puts the HOMO energy at -0.36640 Ha. As for the SMILES: ClC(Cl)Cl.ClC(Cl)Cl.BrCCBr.BrCCBr.BrCCBr.BrCCBr.BrCCBr.BrCCBr. Its net charge is 0. The calculation puts the relative energy (zero: lowest compared OMol25 entry of this formula, charge and spin) at 1.346 eV.

Each line ends with the natural charge from an NBO analysis.
CARTESIAN COORDINATES (ANGSTROEM)
Br  0.527897  17.051005  0.030880  0.00
Br  3.295531  21.799342  8.334509  -0.02
Br  0.723814  17.479844  7.723389  -0.01
Br  6.735691  17.680263  4.948697  -0.06
Br  4.306104  14.793886  6.468904  -0.05
Br  3.868749  15.299754  -1.726227  0.00
Br  8.158585  13.364865  3.822145  0.00
Br  -0.190345  19.562340  -2.440611  -0.03
Br  3.730506  26.629147  1.204221  -0.03
Br  2.523669  22.432561  -0.369461  0.00
Br  1.081467  24.017198  4.900608  -0.03
Br  7.525865  17.518858  0.131264  -0.02
Cl  8.174376  21.172943  3.397678  0.04
Cl  4.078796  21.457779  2.944830  0.02
Cl  7.344021  24.016526  3.089570  0.01
Cl  3.455524  19.189532  4.537837  -0.01
Cl  4.631945  18.788546  1.918452  0.02
Cl  6.303087  22.406427  5.278138  0.00
C  4.869785  16.704880  -0.777990  -0.44
C  7.556548  15.858661  4.978670  -0.41
C  2.841608  23.933016  0.808077  -0.46
C  6.363600  16.519137  -1.118481  -0.44
C  7.704209  22.647478  4.210286  -0.28
C  1.996643  15.994411  7.639725  -0.45
C  3.605569  24.975892  0.095573  -0.42
C  7.316033  15.132076  3.689815  -0.45
C  1.903965  22.262721  6.999372  -0.43
C  3.262727  16.423855  7.059590  -0.41
C  1.442486  18.766812  -0.167650  -0.47
C  1.607172  19.043360  -1.683648  -0.42
C  4.610912  19.834588  3.325353  -0.28
C  2.541109  23.224000  5.975228  -0.43
H  1.872003  24.254764  1.188113  0.24
H  1.575438  21.349617  6.502976  0.23
H  3.354533  22.887778  5.332259  0.24
H  7.055173  15.354944  5.805101  0.24
H  1.501185  15.186908  7.100701  0.23
H  6.595489  15.454617  -1.152019  0.23
H  3.490755  23.647923  1.635988  0.22
H  5.607260  19.886967  3.764259  0.24
H  3.168994  25.399739  -0.808779  0.23
H  7.861647  15.647358  2.899315  0.23
H  0.951640  19.646015  0.249698  0.24
H  6.607111  16.815100  -2.138879  0.23
H  4.576459  24.580379  -0.202830  0.23
H  2.377152  18.724120  0.391524  0.23
H  1.033473  22.694267  7.493446  0.23
H  8.633310  15.963121  5.111932  0.23
H  6.267401  15.169396  3.394698  0.23
H  2.079874  15.654644  8.672072  0.23
H  2.261465  19.892221  -1.882219  0.22
H  8.509568  22.954393  4.877612  0.23
H  2.926831  24.074280  6.537679  0.22
H  3.779150  17.038872  7.796589  0.23
H  4.745177  16.441482  0.272346  0.23
H  2.042890  18.172748  -2.173839  0.22
H  3.123628  17.042696  6.173153  0.23
H  4.482017  17.695845  -1.014060  0.22

Forces on atoms 1 to 6 (eV/Å):
0.098 0.609 0.358
-0.600 0.086 -0.487
0.193 -0.012 -0.085
0.497 -0.805 -0.023
-0.496 1.089 0.548
0.114 0.575 0.012

# 5
The following is a quantum chemistry calculation of a structure of composition C14H26Br2N4O3PTl, from the OMol25 dataset.

The calculation puts the orbital gap at 0.3133 Ha. For the max |F|, the calculation gives 0.10 eV/Å. The calculation puts the HOMO energy at -0.49839 Ha. Its net charge is +2. The calculation puts the relative energy (zero: lowest compared OMol25 entry of this formula, charge and spin) at 0.000 eV.

Each line ends with the natural charge from an NBO analysis.
CARTESIAN COORDINATES (ANGSTROEM)
Tl  2.747003  -0.419622  -3.448517  0.86
Br  -0.541563  0.190371  -3.547620  0.03
Br  -1.170582  -1.388485  -0.830547  0.06
P  -2.485127  -2.008641  5.765387  1.87
O  -0.599983  -0.152005  3.221587  -0.24
O  -1.858649  0.526964  4.853349  -0.32
O  -1.744420  -1.656961  4.348396  -0.66
N  2.748449  0.893910  -7.055463  -0.42
N  1.805639  2.964578  -6.620649  -0.42
N  -1.350774  -0.256938  4.116640  0.75
N  2.382645  1.530416  -4.853346  -1.01
C  1.042801  3.834932  -5.741864  -0.42
C  -1.500270  -1.509129  7.136817  -0.43
C  -0.265625  -2.134533  7.344667  -0.19
C  -4.127878  -1.326225  5.791759  -1.01
C  2.070242  0.700701  -8.334777  -0.41
C  -1.765050  -0.980516  -2.606093  -0.52
C  3.588225  -0.206014  -6.639010  -0.41
C  0.510961  -1.760499  8.425243  -0.19
C  2.314199  1.801008  -6.142024  0.66
C  -1.949295  -0.513865  8.007694  -0.17
C  -1.165913  -0.153926  9.090311  -0.20
C  0.058404  -0.775617  9.295914  -0.13
C  -2.571761  -3.779122  5.607818  -0.99
C  2.362247  3.621119  -7.802563  -0.41
H  2.747850  0.867751  -9.172703  0.21
H  -3.056726  -4.176417  6.500905  0.28
H  1.695977  -0.323408  -8.391228  0.21
H  2.223752  2.369245  -4.306852  0.38
H  0.434630  4.495821  -6.356116  0.23
H  4.136037  -0.579414  -7.502850  0.24
H  3.004234  -1.049227  -6.240328  0.17
H  2.748213  4.601217  -7.517505  0.21
H  -1.833451  -1.899804  -3.171488  0.24
H  -4.659105  -1.721054  6.659278  0.29
H  4.317292  0.130259  -5.902942  0.22
H  1.687115  4.457720  -5.111864  0.20
H  0.667433  -0.491071  10.143409  0.24
H  -4.640755  -1.646613  4.883962  0.28
H  -1.509076  0.611856  9.771707  0.24
H  1.602502  3.758024  -8.572740  0.21
H  1.224610  1.375461  -8.419192  0.23
H  -3.151066  -4.045951  4.724573  0.28
H  -4.105824  -0.240149  5.832730  0.29
H  -2.714244  -0.464654  -2.551502  0.24
H  3.183868  3.040087  -8.208663  0.22
H  -1.570479  -4.198852  5.527161  0.28
H  0.374360  3.249242  -5.112678  0.21
H  0.091916  -2.902890  6.670010  0.23
H  -2.898879  -0.020667  7.848193  0.23
H  1.465891  -2.238418  8.593612  0.24

Forces on atoms 1 to 6 (eV/Å):
0.013 -0.011 0.011
-0.007 0.022 -0.086
0.025 -0.006 0.020
0.003 -0.037 0.010
-0.064 -0.062 0.051
-0.014 0.045 0.049

| no. | LUMO level (eV) |
| --- | --- |
| 1 | -2.5 |
| 2 | 0.9 |
| 3 | 4.7 |
| 4 | 0.2 |
| 5 | -5.0 |